Molecular formula: C48H45CoN10O
Method: DFT, ωB97M-V/def2-TZVPD

Atoms and positions in Å:
Co (-0.05743, -0.01073, 1.31565)
C (3.88831, -0.45403, 3.20677)
C (2.75966, 0.16498, 2.69964)
N (1.99733, -0.42083, 1.78168)
C (2.38330, -1.61888, 1.34564)
C (3.49760, -2.24792, 1.89919)
N (4.24990, -1.67430, 2.82343)
C (1.58169, -2.20870, 0.24782)
C (2.14191, -3.16766, -0.57050)
C (1.38013, -3.70867, -1.60835)
C (0.12106, -3.18329, -1.79512)
C (-0.34841, -2.12015, -1.00105)
N (0.34935, -1.69366, 0.06625)
C (-1.58800, -1.47580, -1.40873)
C (-1.99942, -1.59243, -2.74632)
N (-3.16352, -1.24841, -3.25023)
C (-4.06754, -0.79330, -2.32896)
C (-3.73228, -0.53965, -1.04942)
N (-2.45204, -0.77912, -0.56653)
C (1.90454, -4.79515, -2.46932)
C (2.84657, -5.70428, -1.99904)
C (3.30643, -6.70056, -2.84683)
N (2.90232, -6.84467, -4.10390)
C (2.00281, -5.97565, -4.55072)
C (1.47793, -4.94637, -3.78439)
H (4.50428, 0.04105, 3.94634)
H (2.45174, 1.14571, 3.03383)
H (3.77870, -3.24795, 1.59695)
H (3.16790, -3.46501, -0.42217)
H (-0.53278, -3.61379, -2.53566)
H (-1.28109, -1.98773, -3.45477)
H (-5.07722, -0.60973, -2.67039)
H (-4.42634, -0.12671, -0.33204)
H (3.20795, -5.67545, -0.98035)
H (4.03552, -7.41864, -2.49086)
H (1.68522, -6.10113, -5.57898)
H (0.76816, -4.26639, -4.23499)
C (0.24787, 5.03734, -3.47188)
C (-1.04011, 4.32577, -3.77365)
C (-1.98044, 4.87866, -4.63397)
C (-3.17521, 4.23302, -4.91375)
C (-3.43600, 2.99741, -4.34224)
C (-2.50613, 2.41454, -3.49656)
C (-1.32658, 3.08270, -3.20148)
N (-0.35057, 2.50159, -2.35056)
C (-0.54345, 1.84426, -1.17435)
N (-1.78608, 1.98218, -0.59925)
C (-2.16143, 1.34844, 0.60307)
C (-2.20819, -0.06492, 0.66716)
C (-2.72211, -0.66018, 1.83562)
C (-3.19968, 0.11026, 2.87364)
C (-3.19716, 1.49763, 2.75757)
C (-2.66026, 2.13333, 1.65293)
C (-2.63417, 3.63055, 1.55339)
N (0.37602, 1.18280, -0.55578)
C (1.58613, 0.88926, -1.24610)
C (1.56614, 0.00685, -2.32855)
C (2.73673, -0.39870, -2.94423)
C (3.95431, 0.08484, -2.48689)
C (3.97533, 0.98493, -1.43537)
C (2.80659, 1.40800, -0.80543)
C (2.88250, 2.44342, 0.27902)
H (0.26853, 6.01182, -3.95490)
H (1.11781, 4.48193, -3.83282)
H (0.37937, 5.18736, -2.39867)
H (-1.76950, 5.83836, -5.08857)
H (-3.89255, 4.68933, -5.58116)
H (-4.35200, 2.46915, -4.56869)
H (-2.69303, 1.43519, -3.08219)
H (0.61304, 2.57228, -2.64027)
H (-2.30866, 2.79949, -0.87669)
H (-2.81753, -1.73735, 1.85651)
H (-3.61737, -0.36639, 3.74999)
H (-3.61609, 2.10175, 3.55349)
H (-2.89598, 4.08210, 2.50826)
H (-3.34555, 4.00972, 0.81546)
H (-1.64569, 3.99268, 1.26177)
H (0.61121, -0.36299, -2.67694)
H (2.69794, -1.09093, -3.77486)
H (4.87793, -0.22634, -2.95441)
H (4.92295, 1.37819, -1.08808)
H (3.81711, 2.36307, 0.83272)
H (2.05832, 2.32951, 0.97973)
H (2.83458, 3.45089, -0.14141)
O (0.11875, 1.92866, 2.63620)
C (0.03839, 2.60142, 3.89885)
C (-0.52492, 1.68882, 4.96470)
C (0.28719, 0.41076, 5.22486)
C (-0.35043, -0.87942, 4.77309)
C (-1.07542, -1.63673, 5.69029)
C (-1.57688, -2.87040, 5.31833)
C (-1.31677, -3.33112, 4.03795)
C (-0.60998, -2.50510, 3.18240)
N (-0.15802, -1.29386, 3.51605)
H (0.40944, 2.55656, 1.96554)
H (-0.59886, 3.48577, 3.79980)
H (1.04109, 2.93880, 4.18900)
H (-1.55709, 1.43537, 4.72973)
H (-0.55725, 2.28834, 5.87743)
H (0.45808, 0.31530, 6.29803)
H (1.27212, 0.48850, 4.76542)
H (-1.21801, -1.26330, 6.69537)
H (-2.13646, -3.47193, 6.02255)
H (-1.65084, -4.30271, 3.70426)
H (-0.40725, -2.82150, 2.16596)

The HOMO-LUMO gap (spin up / spin down) comes out at 0.2221 / 0.2429 Ha. Its spin multiplicity is 4. Its total charge is +1.

Here are the Mulliken charges for atoms 1 to 4, given in e: number 1, Co, carries 1.574; number 2, C, carries -0.946; number 3, C, carries -1.058; number 4, N, carries 1.262